56
Properties=species:S:1:pos:R:3:mulliken_charge:R:1 method="wB97M-V/def2-TZVPD" spin_multiplicity=1 largest_force_ev_per_a=8.10 e_homo_ev=-9.40 smiles="NC(N)=O.NC(N)=O.NC(N)=O.NC(N)=O.NC(N)=O.NC(N)=O.NC(N)=O" energy_ha=-1576.8502 de_lowest_ev=6.925 orbital_gap_ha=0.348
C -6.020 0.307 0.546 0.6604
O -6.747 -0.625 0.857 -0.6627
N -5.847 1.391 1.218 -0.4086
N -5.173 0.247 -0.428 -0.3601
H -6.283 1.367 2.128 0.2383
H -5.023 1.972 1.158 0.1877
H -4.565 1.044 -0.550 0.1459
H -5.118 -0.550 -1.047 0.2002
C -0.954 -2.700 -6.881 0.6354
O -1.425 -1.970 -5.990 -0.6774
N -0.467 -3.884 -6.627 -0.3455
N -0.923 -2.529 -8.128 -0.3839
H -0.279 -4.287 -5.721 0.2006
H -0.237 -4.353 -7.492 0.1152
H -0.860 -1.554 -8.384 0.2455
H -0.362 -3.140 -8.703 0.2099
C -0.338 4.497 -4.805 0.7194
O 0.615 4.612 -4.045 -0.6654
N -1.204 5.435 -5.084 -0.4069
N -0.711 3.381 -5.413 -0.4186
H -1.890 5.233 -5.797 0.1623
H -1.006 6.301 -4.605 0.2217
H -1.496 3.388 -6.048 0.1731
H -0.170 2.631 -5.006 0.2147
C -1.234 -5.680 3.019 0.6262
O -1.676 -6.758 2.883 -0.6356
N -0.874 -5.176 4.159 -0.4096
N -0.907 -4.968 2.043 -0.3498
H -0.933 -5.786 4.962 0.2235
H -0.280 -4.364 4.249 0.1691
H -0.446 -4.078 2.170 0.1533
H -1.346 -5.236 1.174 0.2220
C 7.639 -3.550 5.511 0.6109
O 7.989 -4.042 4.486 -0.6238
N 6.667 -2.685 5.509 -0.4120
N 7.969 -3.841 6.704 -0.4121
H 6.323 -2.318 6.385 0.1831
H 6.593 -2.306 4.576 0.2329
H 8.613 -4.590 6.912 0.2238
H 7.972 -3.088 7.377 0.1974
C 1.170 0.384 1.024 0.6877
O 1.779 -0.629 0.836 -0.6566
N 1.785 1.449 1.405 -0.3451
N 0.156 0.656 0.239 -0.3508
H 2.538 1.491 2.077 0.2089
H 1.279 2.313 1.270 0.1172
H -0.239 -0.041 -0.377 0.1933
H -0.332 1.540 0.226 0.1416
C -0.945 5.431 1.800 0.6867
O -1.712 4.626 1.343 -0.6253
N -0.760 5.620 3.077 -0.4502
N -0.019 6.030 1.076 -0.4506
H -1.470 5.158 3.628 0.2315
H 0.133 5.974 3.389 0.1886
H 0.360 5.623 0.233 0.2295
H 0.689 6.625 1.482 0.1933

56
Properties=species:S:1:pos:R:3:mulliken_charge:R:1 method="wB97M-V/def2-TZVPD" spin_multiplicity=1 largest_force_ev_per_a=4.23 e_homo_ev=-9.59 smiles="NC(N)=O.NC(N)=O.NC(N)=O.NC(N)=O.NC(N)=O.NC(N)=O.NC(N)=O" energy_ha=-1577.0873 de_lowest_ev=0.474 orbital_gap_ha=0.370
C 7.714 12.715 9.286 0.5952
O 6.865 13.453 8.771 -0.6850
N 8.960 13.153 9.730 -0.3459
N 7.458 11.416 9.488 -0.4135
H 9.598 12.605 10.340 0.1908
H 9.118 14.164 9.780 0.2215
H 6.604 11.081 9.078 0.2399
H 8.244 10.826 9.555 0.2206
C 13.490 12.283 6.749 0.5444
O 13.031 12.204 7.921 -0.7698
N 14.706 12.827 6.576 -0.4547
N 12.676 12.021 5.698 -0.3297
H 14.816 13.385 5.749 0.2166
H 15.106 13.098 7.494 0.2816
H 11.866 11.420 5.860 0.2912
H 13.079 11.943 4.806 0.2421
C 13.322 6.202 7.495 0.6926
O 13.093 6.354 6.265 -0.8425
N 14.361 6.817 8.031 -0.2233
N 12.471 5.650 8.400 -0.5203
H 14.483 6.752 9.016 0.1580
H 15.011 7.311 7.463 0.1772
H 11.700 5.343 7.905 0.3661
H 12.310 6.211 9.270 0.1618
C 15.236 7.530 11.574 0.6157
O 15.406 7.911 10.438 -0.6346
N 15.881 7.944 12.641 -0.4942
N 14.300 6.491 11.859 -0.4583
H 15.440 7.790 13.542 0.2253
H 16.281 8.888 12.494 0.2734
H 13.399 6.510 11.389 0.2469
H 14.153 6.223 12.819 0.2192
C 9.219 10.881 6.022 0.5643
O 10.390 10.471 5.997 -0.8417
N 8.980 12.148 6.442 -0.3109
N 8.157 10.109 5.818 -0.3389
H 8.101 12.668 6.429 0.2385
H 9.791 12.736 6.494 0.1765
H 7.348 10.563 6.221 0.1938
H 8.142 9.134 5.749 0.2344
C 9.481 6.872 5.865 0.5534
O 8.349 7.292 5.971 -0.7246
N 9.757 5.494 6.349 -0.4822
N 10.579 7.548 5.430 -0.3199
H 10.323 4.816 5.855 0.2621
H 8.896 4.950 6.403 0.2258
H 11.488 7.090 5.695 0.3299
H 10.494 8.555 5.546 0.1546
C 11.422 9.243 9.930 0.4643
O 11.504 8.100 10.423 -0.7006
N 12.391 10.167 10.087 -0.4703
N 10.423 9.508 9.021 -0.2301
H 12.498 10.913 9.362 0.4008
H 13.315 9.802 10.193 0.2684
H 10.645 10.068 8.230 0.1187
H 10.139 8.619 8.664 0.2253

43
Properties=species:S:1:pos:R:3:mulliken_charge:R:1 method="wB97M-V/def2-TZVPD" spin_multiplicity=1 largest_force_ev_per_a=2.15 e_homo_ev=-11.68 charge=+1 energy_ha=-864.6872 de_lowest_ev=0.440 orbital_gap_ha=0.330
C 1.442 -0.863 1.883 -0.4735
C 1.404 0.625 2.306 -0.7650
C 1.706 1.801 1.371 -0.8095
C -2.068 2.933 -1.742 -0.9667
C -1.010 2.225 -1.349 -0.2411
C -0.295 2.463 -0.088 -0.4537
C 0.773 1.710 0.182 -0.0677
N 0.172 -1.101 1.133 0.4240
H 2.343 -1.150 1.333 0.3200
H 1.472 -1.469 2.784 0.4170
H 2.046 0.708 3.201 0.3945
H 0.451 0.833 2.828 0.3472
H 2.721 1.830 0.965 0.3016
H 1.469 2.693 1.948 0.3849
H -2.454 2.711 -2.732 0.2704
H -2.494 3.737 -1.155 0.2949
H -0.603 1.517 -2.063 0.2682
H -0.367 3.401 0.460 0.9822
H 0.951 0.855 -0.468 0.1952
H -0.049 -2.091 0.944 0.4276
H 0.126 -0.547 0.282 -0.3555
H -0.571 -0.814 1.778 0.1847
H -0.430 -0.515 -4.896 0.3180
H -0.893 -1.228 -3.685 0.2841
O -0.103 -1.096 -4.207 -0.6564
H 2.436 -0.027 -2.593 0.3398
H 1.134 -0.633 -2.942 0.2439
O 1.754 -0.556 -2.193 -0.6242
H -2.748 -0.315 2.184 0.2969
H -3.269 -1.873 2.412 0.3019
O -2.538 -1.230 2.436 -0.6633
H 2.840 -1.465 -0.963 0.3204
H 3.872 -2.510 -0.656 0.3330
O 3.723 -1.564 -0.573 -0.6387
H -2.424 -2.210 -1.671 0.2829
H -2.196 -0.961 -0.537 0.2508
O -1.858 -1.555 -1.231 -0.5305
H 0.289 -4.522 -0.019 0.2678
H -0.226 -3.433 -1.136 0.2799
O 0.120 -3.610 -0.249 -0.5969
H -1.686 2.751 1.741 0.3535
H -2.645 2.428 2.909 0.3114
O -2.316 2.114 2.068 -0.5538

42
Properties=species:S:1:pos:R:3:mulliken_charge:R:1 method="wB97M-V/def2-TZVPD" spin_multiplicity=1 largest_force_ev_per_a=3.21 e_homo_ev=-9.37 smiles=CO.CO.CO.CO.CO.CO.CO energy_ha=-810.0142 de_lowest_ev=4.268 orbital_gap_ha=0.361
C 2.978 0.350 0.206 -0.0877
O 3.050 1.427 -0.692 -0.5164
H 2.589 -0.477 -0.471 -0.1040
H 2.299 0.513 1.046 0.0696
H 3.940 -0.031 0.553 0.4208
H 3.924 1.386 -1.189 0.2957
C 0.794 3.857 0.401 -0.4792
O -0.312 3.682 1.241 -0.6205
H 1.651 4.004 1.039 0.3043
H 0.750 4.713 -0.293 0.3061
H 1.007 2.985 -0.211 0.0822
H -0.342 4.454 1.818 0.2924
C -0.408 0.906 -1.305 -0.5207
O -1.431 1.532 -0.548 -0.5535
H 0.387 0.546 -0.651 -0.0411
H 0.071 1.606 -1.969 0.5064
H -0.685 0.050 -1.936 0.3118
H -1.100 2.339 -0.256 0.2600
C -2.991 -2.541 -0.989 -0.2256
O -4.153 -3.060 -0.387 -0.5596
H -2.095 -2.910 -0.482 0.0791
H -2.916 -1.459 -0.875 0.1452
H -2.944 -2.700 -2.070 0.2787
H -4.063 -4.039 -0.327 0.3161
C -0.032 -1.726 0.803 -0.2637
O 0.748 -1.181 1.906 -0.5684
H -0.066 -2.795 0.866 0.4305
H 0.477 -1.488 -0.135 -0.2251
H -1.049 -1.322 0.799 0.2049
H 0.462 -0.261 2.120 0.4565
C -1.198 0.867 3.047 -0.8093
O -0.092 1.331 2.371 -0.6424
H -2.124 1.194 2.562 0.2745
H -1.266 1.414 3.968 0.2804
H -1.163 -0.196 3.243 0.3962
H -0.255 2.157 1.892 0.4685
C 1.212 -2.316 -2.469 -0.6351
O -0.139 -2.718 -2.430 -0.4035
H 1.835 -2.581 -1.559 0.2300
H 1.196 -1.242 -2.513 0.1193
H 1.639 -2.604 -3.396 0.4632
H -0.178 -3.651 -2.724 0.2637

42
Properties=species:S:1:pos:R:3:mulliken_charge:R:1 method="wB97M-V/def2-TZVPD" spin_multiplicity=1 largest_force_ev_per_a=2.54 e_homo_ev=-9.67 smiles=CO.CO.CO.CO.CO.CO.CO energy_ha=-810.0300 de_lowest_ev=3.838 orbital_gap_ha=0.370
C -9.253 19.552 -21.204 0.1032
O -9.217 18.605 -20.223 -0.5402
H -9.928 20.391 -20.989 -0.2219
H -9.603 19.036 -22.080 0.3599
H -8.245 19.923 -21.495 -0.0200
H -10.084 18.673 -19.844 0.3538
C -5.233 22.248 -22.223 -0.6392
O -5.809 21.024 -21.861 -0.6321
H -4.843 22.239 -23.206 0.3597
H -4.384 22.477 -21.578 0.3034
H -5.994 23.013 -22.122 0.1549
H -6.337 20.775 -22.649 0.4495
C -9.954 24.849 -19.191 -0.3907
O -10.890 24.824 -18.097 -0.5515
H -9.132 25.569 -19.188 0.3747
H -10.430 25.019 -20.179 0.2134
H -9.516 23.852 -19.194 0.0438
H -10.385 24.720 -17.265 0.3202
C -6.894 23.079 -19.378 -0.6649
O -7.059 21.694 -19.588 -0.5135
H -7.460 23.456 -18.529 0.2466
H -7.235 23.657 -20.242 0.1566
H -5.866 23.289 -19.199 0.3975
H -6.420 21.427 -20.263 0.4638
C -9.189 23.138 -22.047 -0.4808
O -9.715 22.274 -23.001 -0.6713
H -9.288 22.688 -21.077 0.0851
H -9.708 24.084 -22.051 0.3421
H -8.164 23.261 -22.318 0.2573
H -10.652 22.179 -22.736 0.3764
C -12.272 22.277 -20.623 -0.6118
O -12.243 21.626 -21.847 -0.5312
H -11.365 22.139 -20.006 0.2105
H -13.104 21.910 -20.036 0.3971
H -12.335 23.388 -20.684 0.2122
H -12.229 20.699 -21.724 0.2949
C -7.910 20.003 -24.881 -0.7947
O -7.572 20.868 -23.840 -0.4196
H -8.793 20.381 -25.424 0.2608
H -8.105 19.077 -24.446 0.3294
H -7.152 19.891 -25.638 0.2911
H -8.363 21.354 -23.473 0.3254